(1)
2 unconnected molecules or ions with the total composition C3H8O2. Source: the Open Molecules 2025 dataset; level of theory: the ωB97M-V functional and the def2-TZVPD basis.

* net charge: 0
* SMILES string: O=CO.CC
* gap between HOMO and LUMO: 12.002 eV
* total energy: -269.578020 Eh
* spin multiplicity: 1
* energy relative to the best compared isomer or geometry (same formula, charge and spin): 10.6 kcal/mol

Cartesian coordinates (Å):
C1 0.56242 -1.40131 -0.63613
C2 0.19437 -1.48492 0.83239
H1 1.51904 -0.95589 -0.92458
H2 -0.16656 -0.80957 -1.19060
H3 0.63862 -2.41633 -1.03147
H4 0.18054 -0.53342 1.36453
H5 -0.81230 -1.88323 0.97752
H6 0.77919 -2.21642 1.38904
O1 -1.24436 2.12017 0.95565
C3 -0.42904 2.53472 0.18864
O2 -0.46941 2.26489 -1.12830
H7 0.46262 3.12319 0.41682
H8 -1.21512 1.65811 -1.21352

Cartesian forces (eV/Å) of the 6 atoms listed first:
0.20 -0.16 -0.40
-0.32 -0.16 0.58
0.11 0.14 0.71
-0.21 -0.30 -0.10
-0.40 0.08 -0.26
0.30 0.04 -0.08

***

(2)
2 unconnected molecules or ions with the total composition C3H8O2 in a non-equilibrium geometry. Source: the Open Molecules 2025 dataset; level of theory: the ωB97M-V functional and the def2-TZVPD basis.

* net charge: 0
* SMILES string: C=O.CCO
* gap between HOMO and LUMO: 10.903 eV
* total energy: -269.523884 Eh
* spin multiplicity: 1
* energy relative to the best compared isomer or geometry (same formula, charge and spin): 44.6 kcal/mol

Cartesian coordinates (Å):
O1 -1.78907 -1.95684 -0.46905
C1 -1.08937 -2.69788 0.15071
H1 -0.21168 -3.15331 -0.31516
H2 -1.21044 -2.96561 1.20392
C2 1.06453 1.00691 -0.37029
O2 0.40594 0.04413 -1.19019
C3 0.08007 1.64301 0.62697
H3 1.80650 0.50379 0.24515
H4 1.51876 1.79137 -0.98473
H5 -0.11353 0.57367 -1.76952
H6 0.21798 1.07585 1.56256
H7 0.28075 2.66283 0.95711
H8 -0.96044 1.47210 0.35251

Cartesian forces (eV/Å) of the 6 atoms listed first:
-0.60 0.16 0.14
0.65 -0.07 -0.32
0.31 -0.22 -0.24
-0.45 0.13 0.40
-0.62 0.68 0.33
1.11 -0.20 0.84

***

Q: Number 1 is which compound?
A: C3H8O2

***

Q: Which value of energy relative to the best compared isomer or geometry (same formula, charge and spin) does entry 2 give?
A: 44.6 kcal/mol

***

What did the second record say?
2 unconnected molecules or ions with the total composition C3H8O2 in a non-equilibrium geometry. Source: the Open Molecules 2025 dataset; level of theory: the ωB97M-V functional and the def2-TZVPD basis.

* net charge: 0
* SMILES string: C=O.CCO
* gap between HOMO and LUMO: 10.903 eV
* total energy: -269.523884 Eh
* spin multiplicity: 1
* energy relative to the best compared isomer or geometry (same formula, charge and spin): 44.6 kcal/mol

Cartesian coordinates (Å):
O1 -1.78907 -1.95684 -0.46905
C1 -1.08937 -2.69788 0.15071
H1 -0.21168 -3.15331 -0.31516
H2 -1.21044 -2.96561 1.20392
C2 1.06453 1.00691 -0.37029
O2 0.40594 0.04413 -1.19019
C3 0.08007 1.64301 0.62697
H3 1.80650 0.50379 0.24515
H4 1.51876 1.79137 -0.98473
H5 -0.11353 0.57367 -1.76952
H6 0.21798 1.07585 1.56256
H7 0.28075 2.66283 0.95711
H8 -0.96044 1.47210 0.35251

Cartesian forces (eV/Å) of the 6 atoms listed first:
-0.60 0.16 0.14
0.65 -0.07 -0.32
0.31 -0.22 -0.24
-0.45 0.13 0.40
-0.62 0.68 0.33
1.11 -0.20 0.84